Record 1
Entry from the OMol25 dataset: a cluster of 3 separate species, C2H11N2O2 in total at a distorted geometry (ωB97M-V/def2-TZVPD).

XYZ file:
```
17
Properties=species:S:1:pos:R:3:mulliken_charge:R:1
C -0.3506 -0.1506 0.1879 -0.4547
C -0.2296 -0.1329 1.5209 0.1596
N -1.3283 -0.3018 2.2538 -0.4016
N 0.9680 -0.0941 -0.5481 -0.3864
H -1.3969 -0.2115 -0.3501 0.1530
H 0.7884 -0.1525 1.9777 0.2744
H -1.5433 -0.0033 3.2093 0.2263
H -2.1852 -0.5353 1.7694 0.1870
H 1.3448 -1.0580 -0.2620 0.4423
H 1.7393 0.6289 -0.1757 0.4375
H 1.0002 -0.0212 -1.6182 0.3690
H 3.1077 2.8058 -0.6681 0.3219
H 2.0080 3.0632 0.2830 0.3257
O 2.2608 2.4512 -0.4113 -0.6641
H -2.5479 -1.8710 -1.8393 0.2993
H -1.8699 -2.5392 -3.0173 0.3127
O -1.7656 -1.8776 -2.3120 -0.6020
```

Results
Multiplicity: 1
HOMO in eV: -12.4
Charge: +1
LUMO in Ha: -0.1098
Relative energy (zero: lowest compared OMol25 entry of this formula, charge and spin) in kJ/mol: 216.7

=====

Record 2
Entry from the OMol25 dataset: the ion C4H7OS2 with charge -1 at a distorted geometry (ωB97M-V/def2-TZVPD).

XYZ file:
```
14
Properties=species:S:1:pos:R:3:mulliken_charge:R:1
C -1.5824 -0.0023 0.8278 -1.0094
C -0.7520 0.6698 -0.3675 -0.6866
C 0.5093 -0.0766 -0.7235 0.5450
O 0.4997 -1.2686 -1.4122 -0.5212
S 1.8427 1.1264 -1.2852 -0.3134
C 1.6726 0.0456 0.3236 -0.4679
S 2.6490 -1.3864 0.5534 -0.6040
H -1.8216 -1.0329 0.6429 0.3118
H -2.5300 0.5641 0.8086 0.3278
H -1.1352 0.1073 1.8341 0.2998
H -0.7021 1.7861 0.0146 0.2527
H -1.3056 0.4817 -1.2617 0.3903
H 1.4018 -1.6800 -1.1341 0.2355
H 1.2537 0.6657 1.1792 0.2395
```

Results
Multiplicity: 1
HOMO in eV: -3.1
SMILES: CC[C@@]1(O)S[C@@H]1[S-]
Charge: -1
LUMO in Ha: 0.1341
Relative energy (zero: lowest compared OMol25 entry of this formula, charge and spin) in kJ/mol: 113.6

=====

Q: charge of number 1 (C2H11N2O2)?
A: +1